Version i
# C4H39N3O14

A 14-piece molecular cluster, C4H39N3O14 overall (ωB97M-V/def2-TZVPD, the OMol25 dataset).

CARTESIAN COORDINATES (ANGSTROEM)
C1 0.900 -0.397 -1.287
N1 1.138 0.581 -2.391
C2 -0.112 0.922 -3.088
N2 -0.745 -0.263 -3.626
C3 1.634 0.170 -0.085
N3 1.380 -0.521 1.236
C4 1.766 -1.877 1.333
O1 0.874 -2.807 0.626
H1 1.239 -1.394 -1.521
H2 -0.153 -0.459 -1.006
H3 1.757 0.086 -3.020
H4 -0.612 1.602 -2.390
H5 0.114 1.598 -3.920
H6 -1.466 -0.653 -3.036
H7 -1.056 -0.097 -4.569
H8 1.047 1.057 0.190
H9 2.685 0.370 -0.160
H10 0.418 -0.288 1.498
H11 1.686 -2.184 2.381
H12 2.741 -2.239 1.005
H13 -0.026 -2.469 0.701
H14 -2.666 -1.758 0.079
H15 -3.901 -1.385 0.915
O2 -3.057 -1.041 0.603
H16 -4.460 3.225 -0.062
H17 -3.966 2.156 0.768
O3 -3.609 2.908 0.272
H18 1.710 2.525 3.650
H19 2.474 1.808 2.616
O4 2.555 2.065 3.544
H20 -0.786 2.825 2.231
H21 0.013 3.472 1.061
O5 0.044 2.768 1.759
H22 1.550 3.090 -0.960
H23 0.907 2.264 -1.933
O6 0.776 3.155 -1.540
H24 1.928 -3.143 -2.154
H25 1.422 -3.894 -0.990
O7 1.552 -4.005 -1.948
H26 -1.775 0.072 2.440
H27 -0.379 0.142 3.199
O8 -0.880 0.423 2.427
H28 -2.869 -3.679 -1.406
H29 -1.257 -3.828 -1.169
O9 -2.053 -3.302 -1.081
H30 -3.086 1.523 -1.101
H31 -3.181 0.049 -0.735
O10 -3.263 0.659 -1.496
H32 1.830 0.357 4.669
H33 1.249 -0.360 3.520
O11 1.134 -0.291 4.480
H34 -0.558 4.259 -0.733
H35 -1.415 3.566 0.209
O12 -1.052 4.454 0.096
H36 -1.663 -4.210 2.162
H37 -2.311 -2.729 2.191
O13 -1.984 -3.458 1.670
H38 3.673 -0.262 -3.291
H39 4.373 -1.527 -2.846
O14 4.493 -0.575 -2.915

Results
**Orbital gap**: 8.91 eV
**HOMO**: -0.3393 Ha


Version ii
# C4H39N3O14

A 15-piece molecular cluster, C4H39N3O14 overall (ωB97M-V/def2-TZVPD, the OMol25 dataset).

CARTESIAN COORDINATES (ANGSTROEM)
C1 1.046 0.649 0.378
C2 0.733 0.063 -0.983
C3 0.148 1.070 -1.925
N1 -1.412 -1.002 -3.576
C4 -1.850 -0.137 -2.526
N2 -1.338 0.812 -1.899
N3 2.400 0.181 1.157
H1 0.213 0.480 1.121
H2 1.285 1.714 0.590
H3 1.811 -0.224 -1.275
H4 0.271 -0.986 -0.794
H5 0.453 1.059 -2.927
H6 0.101 1.999 -1.410
H7 -2.108 -1.296 -4.246
H8 -0.481 -0.851 -4.129
H9 -2.783 -0.615 -2.141
H10 2.955 1.099 1.127
H11 2.776 -0.574 0.603
H12 -0.809 3.888 -2.680
H13 -1.496 4.191 -1.449
O1 -0.630 4.295 -1.873
H14 1.778 0.811 4.206
H15 2.935 0.513 3.319
O2 2.703 0.549 4.150
H16 -2.649 -3.871 -1.363
H17 -1.629 -2.755 -1.727
O3 -2.486 -2.900 -1.236
H18 2.218 -2.759 -1.599
H19 3.377 -2.365 -2.410
O4 2.418 -2.126 -2.289
H20 2.079 -2.980 1.303
H21 3.456 -3.150 1.669
O5 2.858 -3.375 0.972
H22 -1.762 1.800 1.355
H23 -2.515 3.006 0.891
O6 -2.293 2.589 1.738
H24 -1.360 -2.172 3.057
H25 -2.432 -2.828 2.322
O7 -2.299 -2.330 3.166
H26 0.369 -2.818 1.277
H27 -0.456 -4.046 0.800
O8 -0.321 -3.026 0.727
H28 -4.275 1.597 -0.390
H29 -2.859 1.878 -0.884
O9 -3.579 2.195 -0.459
H30 -3.783 -0.505 1.044
H31 -3.681 -1.145 -0.412
O10 -4.215 -0.842 0.272
H32 2.317 1.639 -3.300
H33 3.074 0.431 -2.907
O11 2.728 0.842 -3.705
H34 3.201 3.725 0.639
H35 2.543 4.077 -0.783
O12 2.832 3.438 -0.160
H36 1.115 -1.032 2.733
H37 0.653 -1.992 3.713
O13 1.033 -1.959 2.872
H38 -0.179 2.162 2.980
H39 -1.529 1.991 3.551
O14 -0.672 1.916 3.725

Results
**Orbital gap**: 9.72 eV
**HOMO**: -0.3564 Ha


Which one sits at the top of the stability order? version i does.


Version i
# C3H3O3P

One molecule with the formula C3H3O3P (ωB97M-V/def2-TZVPD, the OMol25 dataset).

CARTESIAN COORDINATES (ANGSTROEM)
O1 -0.982 -1.633 1.074
C1 -0.338 -1.603 0.064
C2 0.605 -0.463 -0.304
O2 0.682 0.555 0.667
C3 -0.183 1.509 0.460
P1 -1.202 2.335 -0.597
O3 -0.409 2.580 1.111
H1 -0.201 -2.346 -0.685
H2 1.695 -0.873 -0.576
H3 0.332 -0.061 -1.214

Results
**Orbital gap**: 7.70 eV
**SMILES**: O=CCOC1=PO1
**HOMO**: -0.2840 Ha


Version ii
# C3H3O3P

One molecule with the formula C3H3O3P (ωB97M-V/def2-TZVPD, the OMol25 dataset).

CARTESIAN COORDINATES (ANGSTROEM)
O1 -0.202 1.537 -2.010
P1 -0.721 1.837 -0.674
C1 -0.573 0.208 0.258
C2 0.217 -0.928 -0.484
O2 1.190 -0.860 0.615
C3 0.516 0.059 1.331
O3 0.682 0.570 2.376
H1 -1.532 0.231 0.600
H2 -0.289 -1.976 -0.611
H3 0.711 -0.679 -1.401

Results
**Orbital gap**: 8.84 eV
**SMILES**: O=P[C@H]1COC1=O
**HOMO**: -0.3651 Ha


Which one sits at the top of the stability order? version ii does.


Version i
# C4H8N2S2

One molecule with the formula C4H8N2S2 (ωB97M-V/def2-TZVPD, the OMol25 dataset).

CARTESIAN COORDINATES (ANGSTROEM)
S1 -2.410 -0.764 -0.019
C1 -0.772 -0.647 0.840
C2 0.265 0.171 0.031
S2 -0.529 1.802 -0.242
C3 1.444 0.367 0.997
N1 2.463 -0.320 0.610
N2 2.140 -1.103 -0.437
C4 0.976 -0.549 -1.190
H1 -2.117 -2.088 -0.557
H2 -0.965 -0.039 1.728
H3 -0.468 -1.707 1.185
H4 0.586 2.384 -0.835
H5 1.535 0.955 1.964
H6 2.994 -1.149 -0.945
H7 1.406 0.265 -1.875
H8 0.347 -1.305 -1.762

Results
**Orbital gap**: 9.25 eV
**SMILES**: SC[C@@]1(S)C=NNC1
**HOMO**: -0.3207 Ha


Version ii
# C4H8N2S2

One molecule with the formula C4H8N2S2 (ωB97M-V/def2-TZVPD, the OMol25 dataset).

CARTESIAN COORDINATES (ANGSTROEM)
C1 -2.521 0.763 0.027
N1 -1.155 0.349 0.198
C2 -0.760 -0.652 -0.488
N2 0.494 -1.194 -0.365
C3 1.457 -0.754 0.629
C4 2.434 0.295 0.105
S1 4.005 -0.039 -0.159
S2 1.767 1.884 -0.193
H1 -2.545 1.831 -0.252
H2 -3.042 0.213 -0.748
H3 -3.045 0.679 0.974
H4 -1.363 -1.150 -1.252
H5 0.784 -1.846 -1.051
H6 0.909 -0.360 1.470
H7 2.061 -1.607 0.986
H8 0.520 1.587 0.122

Results
**Orbital gap**: 8.56 eV
**SMILES**: C/N=C/NCC(=S)S
**HOMO**: -0.3178 Ha


Which one sits at the top of the stability order? version ii does.


Version i
# C2H6N4S2

One molecule with the formula C2H6N4S2 (ωB97M-V/def2-TZVPD, the OMol25 dataset).

CARTESIAN COORDINATES (ANGSTROEM)
N1 -0.176 -1.101 0.112
N2 -0.318 0.356 -0.115
C1 -1.501 0.965 0.060
N3 -2.670 0.628 0.010
S1 -3.279 -0.912 -0.089
C2 0.917 1.006 -0.165
N4 2.135 0.693 -0.129
S2 2.715 -0.926 -0.052
H1 0.301 -1.530 -0.730
H2 0.619 -1.138 0.900
H3 -1.395 2.046 0.228
H4 -2.153 -1.748 -0.305
H5 0.806 2.136 -0.010
H6 3.999 -0.474 0.287

Results
**Orbital gap**: 8.68 eV
**SMILES**: NN(/C=N\S)/C=N\S
**HOMO**: -0.3028 Ha


Version ii
# C2H6N4S2

One molecule with the formula C2H6N4S2 (ωB97M-V/def2-TZVPD, the OMol25 dataset).

CARTESIAN COORDINATES (ANGSTROEM)
H1 3.401 -0.609 -0.287
N1 2.355 -0.438 -0.589
C1 1.533 -1.069 0.222
N2 0.180 -1.241 0.165
C2 -0.669 -0.228 -0.108
N3 -1.966 -0.606 -0.245
S1 -3.216 0.522 -0.122
N4 -0.303 1.086 -0.334
S2 0.992 2.093 0.104
H2 2.077 -1.744 0.926
H3 -2.109 -1.539 -0.056
H4 -3.099 0.668 1.212
H5 -1.167 1.695 -0.462
H6 1.991 1.410 -0.426

Results
**Orbital gap**: 8.89 eV
**SMILES**: [H]/N=C/N=C(NS)NS
**HOMO**: -0.3111 Ha


Which one sits at the top of the stability order? version ii does.